{
  "formula": "C46H47CrN3O7P3SeTe",
  "method": "wB97M-V/def2-TZVPD",
  "e_above_lowest_kcal_mol": 5.3,
  "spin_multiplicity": 4,
  "charge": 0,
  "e_homo_ev": [-7.065, -7.066],
  "total_energy_ev": -196200.8983,
  "largest_force_ev_per_a": 0.66,
  "gap_ev": [6.4, 7.0],
  "elements": ["Cr", "C", "N", "C", "P", "C", "C", "C", "C", "C", "C", "C", "C", "C", "C", "C", "C", "C", "C", "C", "C", "C", "C", "P", "C", "C", "C", "C", "C", "C", "C", "C", "C", "C", "C", "C", "H", "H", "H", "H", "H", "H", "H", "H", "H", "H", "H", "H", "H", "H", "H", "H", "H", "H", "H", "H", "H", "H", "H", "H", "H", "H", "H", "H", "H", "O", "C", "O", "C", "O", "O", "C", "N", "C", "Se", "N", "C", "C", "C", "C", "C", "C", "H", "H", "H", "H", "H", "H", "H", "H", "C", "C", "O", "P", "O", "Te", "O", "C", "C", "H", "H", "H", "H", "H", "H", "H", "H", "H", "H"],
  "xyz": [[1.01, -0.23, -0.12], [1.79, 2.64, -2.50], [1.45, 1.93, -3.71], [0.89, 0.60, -3.68], [-0.20, 0.19, -2.24], [-1.23, 1.65, -2.03], [-1.62, 2.44, -3.11], [-2.37, 3.58, -2.91], [-2.74, 3.95, -1.62], [-2.36, 3.17, -0.53], [-1.61, 2.02, -0.74], [-1.19, -1.11, -3.01], [-2.50, -0.89, -3.40], [-3.22, -1.89, -4.03], [-2.63, -3.13, -4.26], [-1.32, -3.35, -3.87], [-0.60, -2.35, -3.24], [1.93, 2.41, -4.94], [2.18, 1.54, -6.00], [2.64, 2.03, -7.21], [2.88, 3.38, -7.39], [2.65, 4.25, -6.33], [2.17, 3.77, -5.12], [2.43, 1.56, -1.14], [3.01, 2.83, 0.00], [2.04, 3.65, 0.59], [2.43, 4.61, 1.51], [3.76, 4.74, 1.86], [4.72, 3.91, 1.29], [4.34, 2.95, 0.36], [3.80, 0.72, -1.97], [4.80, 1.44, -2.63], [5.76, 0.78, -3.36], [5.72, -0.61, -3.46], [4.73, -1.33, -2.82], [3.77, -0.66, -2.07], [0.96, 3.23, -2.10], [2.61, 3.33, -2.71], [1.65, -0.19, -3.73], [0.25, 0.47, -4.57], [-1.33, 2.16, -4.12], [-2.67, 4.19, -3.75], [-3.33, 4.84, -1.46], [-2.65, 3.44, 0.47], [-1.34, 1.40, 0.11], [-2.98, 0.06, -3.20], [-4.25, -1.72, -4.31], [-3.20, -3.92, -4.73], [-0.86, -4.32, -4.03], [0.41, -2.55, -2.90], [2.03, 0.47, -5.89], [2.83, 1.33, -8.02], [3.25, 3.76, -8.34], [2.82, 5.31, -6.45], [1.96, 4.48, -4.33], [0.99, 3.54, 0.33], [1.68, 5.25, 1.96], [4.06, 5.48, 2.59], [5.75, 3.99, 1.59], [5.08, 2.27, -0.04], [4.83, 2.52, -2.56], [6.54, 1.34, -3.86], [6.47, -1.13, -4.05], [4.71, -2.41, -2.88], [3.02, -1.25, -1.55], [-0.53, -3.72, 0.65], [-0.18, -2.56, 0.60], [0.36, -1.98, -0.45], [-0.37, -1.56, 1.77], [-0.72, -1.90, 2.87], [-0.09, -0.34, 1.41], [-4.22, 0.27, 2.52], [-3.85, -1.13, 2.53], [-3.45, -1.83, 1.45], [-3.28, -1.28, -0.30], [-3.18, -3.09, 1.87], [-3.35, -3.18, 3.24], [-3.14, -4.21, 4.14], [-3.41, -3.95, 5.47], [-3.86, -2.70, 5.89], [-4.06, -1.66, 4.99], [-3.79, -1.93, 3.66], [-4.33, 0.58, 1.49], [-3.45, 0.87, 3.01], [-5.17, 0.40, 3.05], [-2.65, -3.73, 1.30], [-2.77, -5.18, 3.81], [-3.26, -4.73, 6.20], [-4.06, -2.53, 6.94], [-4.40, -0.69, 5.32], [3.16, -4.06, 2.49], [3.25, -3.45, 1.12], [2.73, -2.11, 1.11], [3.48, -0.81, 1.71], [2.47, 0.26, 1.22], [5.75, -0.70, 1.14], [3.39, -0.91, 3.28], [2.13, -0.75, 3.98], [2.42, -0.67, 5.45], [3.37, -5.13, 2.43], [2.16, -3.94, 2.90], [3.88, -3.61, 3.17], [2.62, -3.99, 0.41], [4.27, -3.42, 0.74], [1.49, -1.61, 3.74], [1.63, 0.14, 3.60], [2.85, -1.60, 5.82], [1.50, -0.47, 6.00], [3.13, 0.13, 5.66]]
}